ORCA calculation (ωB97M-V/def2-TZVPD) on C34H41ClN5O7PPt as an isolated structure.

Results
Calculated total energy (hartree): -3041.53917
Orbital gap (spin up / spin down) (eV): 6.0 / 6.7

ORCA input file:
```
! wB97M-V def2-TZVPD RIJCOSX def2/J DEFGRID3
* xyz 0 5
Pt -1.1834 -0.8350 -0.2492
O -2.8486 2.3028 -2.9347
C -2.4288 1.3910 -2.0229
O -1.2063 1.2598 -1.8051
C -3.4571 0.6645 -1.3739
C -4.8391 0.7844 -1.6629
C -5.7529 0.0635 -0.9531
C -5.3171 -0.8038 0.0897
C -3.9838 -0.9255 0.3242
N -3.0692 -0.2228 -0.3834
C -3.4206 -1.8209 1.4069
O -4.1627 -2.2701 2.2561
O -2.1371 -2.0460 1.3414
H -2.0442 2.7121 -3.2814
H -5.1352 1.4625 -2.4523
H -6.8084 0.1576 -1.1744
H -6.0029 -1.3661 0.7061
O -0.9285 0.5116 1.2398
P 0.1300 1.1361 2.1222
N 0.4368 0.2514 3.4455
C 0.6945 0.7957 4.7893
C 0.8191 -0.4595 5.6492
C 1.4601 -1.4651 4.6911
C 0.7346 -1.2039 3.3756
N -0.4637 2.5740 2.6102
C 0.3295 3.7329 3.0405
C -0.7335 4.7783 3.3834
C -1.9218 3.9333 3.8500
C -1.9066 2.7586 2.8778
N 1.5180 1.3552 1.3113
C 1.5363 1.9853 -0.0222
C 2.8289 2.7901 0.0017
C 3.7607 1.8705 0.7972
C 2.8662 1.3179 1.9099
H -0.1171 1.4492 5.1123
H 1.6281 1.3696 4.8208
H -0.1740 -0.8079 5.9411
H 1.4047 -0.2799 6.5508
H 1.3517 -2.4985 5.0177
H 2.5264 -1.2489 4.5828
H -0.2011 -1.7633 3.3126
H 1.3314 -1.4459 2.5023
H 0.9985 4.0691 2.2464
H 0.9414 3.5014 3.9189
H -1.0074 5.3392 2.4873
H -0.3826 5.4834 4.1358
H -2.8670 4.4741 3.8276
H -1.7506 3.5803 4.8700
H -2.4333 3.0049 1.9525
H -2.3558 1.8523 3.2833
H 0.6346 2.5729 -0.1983
H 1.5851 1.2202 -0.8019
H 2.6760 3.7297 0.5396
H 3.1995 3.0190 -0.9977
H 4.6385 2.3790 1.1940
H 4.0916 1.0463 0.1622
H 2.9197 1.9430 2.8078
H 3.1423 0.2983 2.1743
C -2.8186 -4.3023 -2.4878
C -1.4524 -3.9791 -3.0184
C -0.7398 -4.8288 -3.8268
C 0.5606 -4.5117 -4.2303
C 1.1446 -3.2971 -3.8759
C 0.4615 -2.3639 -3.1246
C 1.2388 -0.0769 -3.9861
C -0.8222 -2.7510 -2.6110
N -1.4157 -2.0370 -1.6832
H -3.2036 -5.2179 -2.9325
H -3.5197 -3.4892 -2.6879
H -2.7838 -4.4290 -1.4011
H -1.1848 -5.7709 -4.1257
H 1.1227 -5.2165 -4.8301
H 2.1613 -3.0859 -4.1848
H 2.0968 0.1972 -5.9219
H 1.6368 0.8630 -3.5958
H 0.2507 0.1445 -4.3956
Cl 4.5965 -0.7872 -6.1850
C 3.5425 -0.8199 -4.7844
C 4.1017 -1.0885 -3.6042
C 3.4968 -1.2014 -2.2708
C 2.2220 -1.1679 -1.8767
C 1.0338 -1.0055 -2.7806
C 2.1147 -0.5578 -5.1342
C 1.9699 -1.3333 -0.3794
O 2.9276 -1.4205 0.3713
O 0.7516 -1.3917 0.0921
H 5.1744 -1.2414 -3.6180
H 4.2082 -1.3498 -1.4664
H 0.2906 -0.4803 -2.2025
H 1.6930 -1.4604 -5.5881
*
```


ORCA calculation (ωB97M-V/def2-TZVPD) on a 7-piece molecular cluster, C34H41F8O24PS2Si overall in a non-equilibrium geometry.

Results
SMILES: C=CC[C@@]1(C(F)(F)CC[Si](C)(C)c2ccccc2)OS(=O)(=O)O[C@H]1P(O)(O)=S.O=C1OC[C@@H](F)O1.O=C1OC[C@@H](F)O1.O=C1OC[C@@H](F)O1.O=C1OC[C@@H](F)O1.O=C1OC[C@@H](F)O1.O=C1OC[C@@H](F)O1
Calculated total energy (hartree): -5351.82624
Orbital gap (eV): 7.4

ORCA input file:
```
! wB97M-V def2-TZVPD RIJCOSX def2/J DEFGRID3
* xyz 0 1
C 3.2621 0.5573 3.3571
C 2.0833 1.2786 2.8895
C 1.7144 2.6905 3.5916
C 1.4058 3.8531 2.5367
C 2.6406 4.9060 2.5578
F 2.4123 5.9833 1.6570
F 2.6030 5.4919 3.8920
C 4.0805 4.1999 2.3909
C 5.1309 5.0369 1.5059
Si 5.0279 4.7429 -0.3824
C 6.6181 5.5722 -1.1379
C 3.5440 5.5858 -1.2524
C 5.0302 2.9070 -0.9172
C 6.0916 2.4607 -1.9984
C 6.1152 0.9768 -2.5145
C 5.1310 -0.1220 -2.0208
C 4.0969 0.3104 -0.9386
C 4.0692 1.7968 -0.4232
O 1.3017 3.5318 1.1159
S 0.0016 4.2335 0.3387
O -0.9999 3.3002 -0.2863
O 0.2499 5.2471 -0.7398
O -0.4672 5.2021 1.6320
C -0.0804 4.4541 2.8466
P -1.5178 3.1629 2.9215
O -0.9906 1.6149 2.3511
O -2.8440 3.7672 2.0063
S -2.1203 2.9491 4.7505
H 3.3042 0.0606 4.3954
H 4.2257 0.4652 2.7263
H 1.4563 0.7866 2.0763
H 2.5970 2.9252 4.2968
H 0.8289 2.4602 4.3039
H 3.9793 3.0931 2.0790
H 4.5188 4.1611 3.4617
H 6.1787 4.7983 1.9349
H 4.9369 6.1560 1.6853
H 6.5098 5.4736 -2.2730
H 6.6376 6.6997 -0.8844
H 7.5860 5.0868 -0.7779
H 3.2655 6.5911 -0.7591
H 3.7971 5.7359 -2.3725
H 2.6778 4.8331 -1.2387
H 6.8468 3.1716 -2.4610
H 6.8833 0.7036 -3.3288
H 5.1042 -1.1965 -2.3986
H 3.3292 -0.4276 -0.5134
H 3.2592 2.0323 0.3403
H -0.2166 4.9950 3.8542
H -1.6133 1.2745 1.6690
H -3.0578 3.1229 1.2918
O 1.9572 -1.2724 1.3624
C 1.3195 -2.1443 0.8391
O 1.7660 -3.4157 0.6633
C 0.6725 -4.1632 0.1348
C -0.1674 -3.0969 -0.4908
F -1.4822 -3.4154 -0.4331
O 0.0617 -1.9765 0.3418
H 0.1549 -4.6879 0.9550
H 1.0160 -4.9021 -0.5906
H 0.1087 -2.8512 -1.5210
O -0.6054 -6.1677 0.9486
C -0.3862 -7.3254 0.7171
O -1.2638 -8.1586 0.0984
C -0.5811 -9.3898 -0.1051
C 0.4803 -9.3439 0.9451
F 1.5996 -9.9899 0.5359
O 0.7694 -7.9638 1.0491
H -0.1692 -9.4135 -1.1219
H -1.2557 -10.2386 0.0216
H 0.1669 -9.7283 1.9202
O -5.0250 3.3112 -5.0531
C -4.6180 3.1054 -3.9451
O -3.5605 3.7548 -3.3864
C -3.4859 3.3237 -2.0338
C -4.1844 2.0034 -2.0804
F -4.8235 1.7490 -0.9115
O -5.1535 2.1865 -3.0927
H -3.9966 4.0489 -1.3931
H -2.4495 3.2349 -1.7054
H -3.5370 1.1606 -2.3395
O -10.8989 3.8137 -6.4504
C -9.9601 3.2431 -5.9769
O -9.0406 3.8299 -5.1600
C -8.1756 2.7951 -4.7110
C -8.3336 1.7605 -5.7777
F -8.1928 0.5115 -5.2701
O -9.6739 1.9282 -6.1943
H -8.5088 2.4438 -3.7299
H -7.1480 3.1509 -4.6261
H -7.6638 1.8903 -6.6327
O -4.2849 -2.7119 6.7241
C -4.5197 -1.5407 6.6696
O -4.9829 -0.9040 5.5559
C -5.2578 0.4364 5.9380
C -4.3793 0.6137 7.1342
F -4.9369 1.4696 8.0245
O -4.3498 -0.6762 7.7098
H -6.3205 0.5356 6.1770
H -5.0125 1.1325 5.1343
H -3.3601 0.9345 6.8996
O 0.8233 -8.6561 -2.4038
C 1.5496 -9.3360 -3.0734
O 1.6291 -10.6916 -2.9759
C 2.4924 -11.1247 -4.0183
C 3.3035 -9.8986 -4.2901
F 3.6614 -9.8313 -5.5933
O 2.3991 -8.8470 -4.0164
H 1.8945 -11.4345 -4.8799
H 3.1057 -11.9672 -3.6960
H 4.1895 -9.7954 -3.6570
*
```


ORCA calculation (ωB97M-V/def2-TZVPD) on C34H41GeN5O3PbSb as an isolated structure in a non-equilibrium geometry.

Results
Calculated total energy (hartree): -4329.17819
Orbital gap (eV): 6.1

ORCA input file:
```
! wB97M-V def2-TZVPD RIJCOSX def2/J DEFGRID3
* xyz 1 1
Pb -0.0384 0.6118 -0.3408
C -2.5608 1.4622 2.6173
C -1.3374 2.3216 2.4852
C -0.8921 3.0646 3.5900
C 0.1786 3.9155 3.4525
C 0.7900 4.0348 2.2085
C 0.3193 3.2679 1.1635
N -0.7114 2.4156 1.3174
Sb 1.2876 3.6820 -0.8003
C -0.4496 3.2252 -2.0515
C -0.8551 4.1966 -2.9604
C -1.9219 3.9218 -3.7875
C -2.5797 2.7078 -3.6743
C -2.1800 1.7678 -2.7313
C -3.0121 0.4901 -2.5958
N -1.0808 2.0529 -1.9551
C 2.4733 1.8619 -1.3783
C 3.8452 2.0216 -1.3998
C 4.6384 0.9640 -1.8072
C 4.0419 -0.2188 -2.1878
C 2.6529 -0.3460 -2.1612
C 2.0564 -1.6527 -2.5800
N 1.8959 0.6959 -1.7578
H -2.9583 1.5243 3.6319
H -2.3694 0.4283 2.3848
H -3.3168 1.8134 1.9157
H -1.4021 2.9866 4.5409
H 0.5241 4.5065 4.2914
H 1.6101 4.7280 2.0656
H -0.3326 5.1425 -3.0306
H -2.2522 4.6548 -4.5124
H -3.4341 2.5039 -4.3050
H -3.8065 0.4902 -3.3472
H -3.4488 0.4763 -1.5977
H -2.3932 -0.4375 -2.6494
H 4.2926 2.9639 -1.1098
H 5.7159 1.0660 -1.8311
H 4.6545 -1.0496 -2.5092
H 2.8413 -2.3510 -2.8605
H 1.3984 -1.5155 -3.4314
H 1.4791 -2.0908 -1.7643
O -1.8135 -4.6941 4.2654
C -2.6487 -4.2860 3.1883
C -1.9844 -3.1498 2.4690
C -1.3562 -2.1402 3.1660
C -0.7926 -1.0941 2.4467
N -0.8369 -1.0123 1.1316
C -1.4433 -2.0045 0.4186
C -2.0289 -3.0654 1.0761
C -1.4585 -1.9402 -1.1194
C -2.0657 -2.9242 -1.8892
C -2.0280 -2.8754 -3.2796
C -2.6359 -3.9793 -4.0938
O -3.7290 -4.5407 -3.3808
C -1.3461 -1.8363 -3.9022
C -0.7978 -0.8642 -3.0920
N -0.8469 -0.9233 -1.7474
H -2.2297 -5.4512 4.6889
H -3.6197 -3.9569 3.5750
H -2.8081 -5.1286 2.5094
H -1.2919 -2.1608 4.2449
H -0.2787 -0.2789 2.9446
H -2.5223 -3.8535 0.5253
H -2.5700 -3.7587 -1.4278
H -1.8807 -4.7520 -4.2801
H -2.9872 -3.5875 -5.0521
H -4.1492 -5.1901 -3.9530
H -1.2314 -1.7831 -4.9763
H -0.2393 -0.0240 -3.4848
O -2.0592 0.5895 -0.2548
C 3.3446 2.2975 3.3424
Ge 3.1145 0.5568 2.4880
C 2.6075 -0.7663 3.8354
C 4.8062 0.0357 1.6574
C 1.7215 0.6294 1.1078
H 4.1267 2.2279 4.0997
H 2.4149 2.6012 3.8153
H 3.6319 3.0472 2.6032
H 3.3805 -0.8273 4.6019
H 2.4889 -1.7467 3.3719
H 1.6657 -0.4768 4.3015
H 5.5810 -0.0179 2.4231
H 5.0964 0.7690 0.9073
H 4.7037 -0.9402 1.1811
H 1.6636 -0.4015 0.6725
H 1.9699 1.3731 0.3277
*
```


ORCA calculation (ωB97M-V/def2-TZVPD) on C34H41InN7O8STe as an isolated structure.

Results
Calculated total energy (hartree): -3161.95457
Orbital gap (eV): 7.2
Energy relative to the best compared isomer or geometry (same formula, charge and spin) (kJ/mol): 34.7

ORCA input file:
```
! wB97M-V def2-TZVPD RIJCOSX def2/J DEFGRID3
* xyz -1 1
In -0.1274 0.6366 0.0482
C -2.7685 1.7419 -3.5295
O -3.4716 2.5253 -2.5701
C -3.8429 1.9542 -1.3737
C -5.0143 2.4342 -0.8214
C -5.4650 1.9953 0.4213
C -4.7219 1.0589 1.1073
C -3.5229 0.5700 0.5805
C -2.7889 -0.4085 1.3699
N -1.5566 -0.7247 1.2315
N -1.0820 -1.6970 2.1071
C -0.3963 -2.6244 1.4778
O -0.2539 -2.7863 0.2293
C 0.2927 -3.6103 2.3883
C 0.3762 -3.4069 3.7637
C 1.0786 -4.2948 4.5626
C 1.7016 -5.4017 3.9981
C 1.6141 -5.6145 2.6304
C 0.9151 -4.7214 1.8301
C -3.0500 0.9981 -0.6824
O -1.9276 0.5619 -1.1815
H -2.8970 2.2647 -4.4783
H -1.7137 1.6623 -3.2775
H -3.1981 0.7399 -3.6101
H -5.5696 3.1724 -1.3892
H -6.3848 2.3868 0.8361
H -5.0416 0.7070 2.0817
H -3.3441 -0.9289 2.1515
H -0.1176 -2.5402 4.1826
H 1.1455 -4.1211 5.6305
H 2.2539 -6.0935 4.6232
H 2.0981 -6.4751 2.1838
H 0.8503 -4.8543 0.7582
C -1.5236 5.1738 -1.8240
N -1.5194 4.5064 -0.5343
C -2.2403 4.9789 0.5298
C -2.3373 4.2929 1.6731
C -1.6811 2.9906 1.8041
O -1.7837 2.3152 2.8210
N -0.9502 2.5697 0.7119
C -0.9041 3.2676 -0.4571
O -0.3382 2.8107 -1.4571
H -1.9633 6.1621 -1.6986
H -2.1066 4.5989 -2.5435
H -0.5049 5.2732 -2.1947
H -2.7264 5.9326 0.3719
H -2.9158 4.6583 2.5069
C 3.3697 2.7586 -1.9151
S 3.1478 1.5418 -0.6381
O 4.2317 1.7162 0.3023
O 3.1299 0.2460 -1.3134
O 1.8273 1.8793 -0.0662
H 4.3560 2.6235 -2.3548
H 3.2835 3.7454 -1.4660
H 2.5882 2.6186 -2.6596
C -1.0451 -2.0124 -2.6565
Te 0.7594 -1.3423 -1.7474
C 0.9515 -0.3688 -3.6563
C 0.3160 -1.3350 -4.6149
C 0.7025 -1.4605 -5.9423
C 0.1011 -2.4026 -6.7668
C -0.8908 -3.2290 -6.2626
C -1.2819 -3.1130 -4.9347
C -0.6893 -2.1711 -4.1052
H -1.7665 -1.2138 -2.4797
H -1.3828 -2.9213 -2.1661
H 1.9929 -0.1469 -3.8757
H 0.3886 0.5666 -3.5991
H 1.4862 -0.8203 -6.3316
H 0.4165 -2.4983 -7.7987
H -1.3528 -3.9745 -6.8986
H -2.0498 -3.7650 -4.5345
C 2.1250 -0.3268 4.8338
N 1.9664 0.2960 3.5297
C 0.8031 1.1592 3.4407
C 2.2755 -0.4314 2.4079
N 1.5066 -0.4500 1.3658
N 3.4581 -1.1509 2.4785
C 4.6519 -0.4552 2.9445
C 3.7301 -2.1019 1.4155
H 1.1695 -0.7388 5.1773
H 2.4614 0.4134 5.5643
H 2.8480 -1.1361 4.7861
H 0.7895 1.8177 4.3099
H -0.1305 0.5935 3.4192
H 0.8740 1.7792 2.5518
H 2.0010 -0.9097 0.6109
H 4.3841 0.3147 3.6617
H 5.1677 0.0273 2.1082
H 5.3243 -1.1709 3.4245
H 2.8733 -2.7604 1.2736
H 4.5768 -2.7171 1.7212
H 3.9792 -1.6100 0.4671
*
```


ORCA calculation (ωB97M-V/def2-TZVPD) on C34H42Br12F13INO3 as an isolated structure in a non-equilibrium geometry.

Results
Calculated total energy (hartree): -34084.16674
Orbital gap (eV): 6.5

ORCA input file:
```
! wB97M-V def2-TZVPD RIJCOSX def2/J DEFGRID3
* xyz 1 1
C 0.3493 -4.2922 3.3571
C 0.4859 -4.2655 4.9914
C 1.3650 -2.9774 5.5705
O 0.7254 -1.6730 5.3352
C 1.4945 -0.8319 4.4039
C 0.4146 -0.1393 3.3742
C -0.8239 0.7635 3.9835
N -0.7500 1.9239 3.2098
C -1.7257 3.1133 3.3322
O -3.0547 2.5179 3.5395
C -3.9544 2.7367 2.3970
C -3.5730 2.6173 0.8074
C -4.7227 2.9017 -0.3723
C -6.3074 3.2769 -0.0173
C -6.6953 3.3469 1.6012
C -5.5396 3.1038 2.7722
C 0.3886 2.0026 2.1709
I 1.7718 3.3834 3.2491
C 0.9718 0.4591 1.9227
C 0.2944 -0.4570 0.7421
C -1.3245 -0.2214 0.5353
C -2.1633 -1.6466 0.2843
F -1.4832 -2.3596 -0.8216
F -2.0364 -2.3860 1.5963
C -3.7703 -1.3109 -0.0378
F -4.3319 -0.8104 1.2370
F -3.8036 -0.2085 -1.0296
C -4.4973 -2.6408 -0.6541
F -3.8819 -3.9092 -0.1099
F -4.1512 -2.6631 -2.1247
C -6.1049 -2.7658 -0.3652
F -6.5158 -4.1112 -0.9186
F -6.4182 -2.8700 1.1099
C -7.0190 -1.5311 -0.9299
F -8.4487 -1.8852 -0.5925
F -6.7712 -0.2168 -0.2903
C -6.9801 -1.3016 -2.5487
F -5.9536 -0.3464 -3.0296
F -8.3111 -0.6855 -2.9132
F -6.8700 -2.5302 -3.3659
O 2.4321 0.2888 1.8264
C 3.0094 1.0374 0.6996
C 3.8256 0.0309 -0.3578
C 4.8991 -0.8793 0.4909
C 4.5282 1.0452 -1.4600
C 5.5995 0.3127 -2.4615
C 7.1128 0.4932 -1.8286
C 5.2179 -1.2245 -2.8846
H -0.6227 -4.9428 3.1193
H 0.1682 -3.2503 2.8552
H 1.2393 -4.8270 2.8126
H -0.5936 -4.2790 5.4735
H 1.0268 -5.2852 5.2937
H 2.4808 -3.0540 5.2255
H 1.3810 -3.1302 6.7541
H 2.2488 -1.4557 3.7611
H 2.1366 -0.0171 4.9917
H -0.1801 -1.0990 2.9863
H -1.6217 0.5266 4.8167
H -1.4055 3.7671 4.2786
H -1.6371 3.8269 2.4093
H -2.4750 2.3648 0.4721
H -4.4628 2.8551 -1.5365
H -7.1068 3.4833 -0.8782
H -7.8239 3.5850 1.8957
H -5.8589 3.1645 3.9055
H 0.0860 2.5594 1.1611
H 0.7814 -0.2859 -0.3343
H 0.4721 -1.6164 0.9635
H -1.8564 0.3108 1.4317
H -1.4296 0.5093 -0.3964
H 3.8281 1.8137 1.0649
H 2.2213 1.6179 0.0552
H 3.0430 -0.6298 -0.9718
H 4.3014 -1.7558 1.0021
H 5.3092 -0.1916 1.3673
H 5.7573 -1.3521 -0.1501
H 4.9930 2.0043 -0.9304
H 3.6483 1.4521 -2.1457
H 5.5958 0.9472 -3.4721
H 7.2026 0.1880 -0.7012
H 7.3512 1.6622 -1.8703
H 7.9331 -0.0834 -2.4593
H 4.0541 -1.3866 -2.9473
H 5.6411 -1.3882 -3.9885
H 5.7433 -2.0513 -2.2233
C 5.8476 -2.0808 6.2976
Br 5.5276 -1.2123 4.5866
Br 4.3535 -1.8436 7.5205
Br 6.3149 -3.9567 6.0809
H 6.7131 -1.5860 6.7504
C 3.2760 1.3662 -6.1856
Br 2.8676 2.2353 -4.4938
Br 5.0891 1.7496 -6.7772
Br 2.9251 -0.5460 -6.1202
H 2.5989 1.7902 -6.9345
C -4.5294 1.4342 -6.0594
Br -2.9679 0.7546 -6.9997
Br -4.1109 1.9306 -4.2257
Br -5.3799 2.8914 -7.0276
H -5.2552 0.6157 -6.0114
C 3.5760 3.9844 -9.8669
Br 3.1676 4.8534 -8.1751
Br 5.3891 4.3678 -10.4585
Br 3.2251 2.0721 -9.8015
H 2.8989 4.4083 -10.6158
*
```